{"formula": "C16H24ClO12", "method": "ωB97M-V with the def2-TZVPD basis set", "symbols": ["Cl", "O", "O", "O", "O", "O", "O", "O", "O", "O", "O", "O", "O", "C", "C", "C", "C", "C", "C", "C", "C", "C", "C", "C", "C", "C", "C", "C", "C", "H", "H", "H", "H", "H", "H", "H", "H", "H", "H", "H", "H", "H", "H", "H", "H", "H", "H", "H", "H", "H", "H", "H", "H"], "coordinates": [[-0.483, 0.327, 0.486], [-6.370, -3.029, 7.517], [-0.652, -1.084, 0.493], [-1.421, 0.989, 1.351], [5.330, 1.534, -5.197], [4.538, -3.303, 5.728], [-3.947, 4.745, -6.801], [0.850, 0.480, 1.002], [-3.084, 2.865, -7.734], [-0.586, 1.023, -0.759], [6.175, -2.553, 4.301], [5.269, -0.629, -4.734], [-5.663, -2.355, 5.471], [3.171, 2.158, -5.122], [-3.639, -3.471, 5.297], [4.575, 2.662, -5.137], [-4.044, -3.411, 6.767], [3.191, -3.638, 5.733], [-2.684, 3.378, -5.360], [-3.461, 5.605, -5.865], [-2.406, 4.808, -5.089], [4.959, -2.829, 4.541], [-4.549, -2.530, 4.646], [-5.506, -2.994, 6.667], [2.656, -3.017, 4.464], [3.856, -2.908, 3.540], [3.286, 0.818, -4.443], [4.691, 0.463, -4.826], [-3.321, 3.599, -6.725], [-4.562, -2.788, 3.587], [4.802, 3.148, -4.188], [2.502, 0.111, -4.716], [3.999, -3.681, 2.785], [-2.440, 5.138, -4.051], [-3.991, -1.595, 4.586], [1.882, -3.551, 3.913], [-1.793, 2.756, -5.267], [-3.338, 2.825, -4.686], [2.670, 2.870, -4.467], [2.480, 2.080, -5.962], [2.265, -2.018, 4.658], [-3.710, -2.734, 7.554], [2.689, -3.362, 6.661], [-2.856, 6.396, -6.308], [-3.673, -4.404, 4.736], [3.184, 0.826, -3.358], [-4.261, 6.008, -5.245], [2.932, -4.697, 5.746], [3.768, -1.979, 2.976], [4.750, 3.365, -5.952], [-1.441, 5.082, -5.515], [-3.953, -4.426, 7.154], [-2.635, -3.072, 5.149]], "lowdin_charge": [0.5778, 0.0996, -0.3825, -0.3966, 0.0600, 0.0422, 0.0587, -0.4111, 0.0534, -0.3881, 0.0471, 0.0766, 0.0502, -0.1692, -0.1780, -0.2016, -0.0604, -0.1968, -0.0791, -0.1941, -0.1679, -0.4167, -0.2233, -0.4542, -0.1541, -0.0786, -0.0683, -0.4784, -0.4361, 0.1372, 0.1361, 0.1325, 0.1354, 0.1241, 0.1308, 0.1199, 0.1299, 0.1329, 0.1152, 0.1218, 0.1233, 0.1351, 0.1235, 0.1266, 0.1222, 0.1423, 0.1305, 0.1196, 0.1355, 0.1331, 0.1210, 0.1194, 0.1214], "homo_lumo_gap_ev": 8.0593, "homo_energy_ev": -6.0, "spin_multiplicity": 1, "lumo_ev": 2.10, "charge": -1}